1.
# C30H80N6O11

A 7-piece molecular cluster, C30H80N6O11 overall in a non-equilibrium geometry (wB97M-V/def2-TZVPD, OMol25).

```
! wB97M-V def2-TZVPD RIJCOSX def2/J DEFGRID3
* xyz 0 1
N -1.1050 -0.8835 -0.0668
H -0.2050 -1.2335 -0.2818
H -1.5940 -1.8345 0.0152
H -1.3310 -0.4525 -0.8368
H -1.0990 -0.4865 0.8212
O -1.7890 -3.0605 -1.9428
H -1.9650 -3.9115 -1.7308
C 2.3960 0.9235 -3.8298
O 1.1390 0.2455 -3.8128
C 0.9480 -0.6015 -2.7648
C 1.3850 -2.0625 -3.0248
N 0.9790 -2.7775 -1.9448
C 1.5600 -4.0865 -1.9548
C 0.9000 -5.0805 -1.0768
O 1.5280 -6.3995 -1.3298
C 0.9230 -7.5095 -0.6668
H 2.5500 1.7245 -4.4948
H 2.9540 0.0835 -4.2568
H 2.9700 1.2765 -2.8618
H -0.0910 -0.5985 -2.4758
H 1.2640 -0.1085 -1.9388
H 2.5990 -2.3195 -3.1428
H 0.8210 -2.4085 -3.9668
H 0.1180 -2.7595 -1.8338
H 2.4630 -4.0915 -1.5228
H 1.7500 -4.2905 -3.0808
H -0.0870 -5.0225 -1.2768
H 0.9280 -4.8055 -0.0378
H 0.9850 -7.5025 0.3052
H 1.4310 -8.4665 -0.8838
H -0.2660 -7.4485 -0.6718
C -0.1990 0.5105 5.9422
O -0.5830 0.7115 4.6702
C -0.2910 -0.3065 3.6762
C -1.3510 -1.3965 3.8162
N -1.1850 -2.4035 2.8052
C -1.9840 -3.5935 3.0942
C -1.9080 -4.5255 1.8462
O -2.8030 -5.5705 2.3022
C -3.1120 -6.4555 1.2542
H -0.5110 1.2725 6.7972
H 0.8520 0.4485 6.0352
H -0.4140 -0.6145 5.9372
H 0.9600 -0.6315 3.7672
H -0.6160 0.4055 2.9492
H -2.4250 -0.9895 4.0452
H -0.9330 -1.7815 4.6572
H -0.1660 -2.6785 2.6572
H -3.0590 -3.5025 3.6492
H -1.4870 -3.9815 3.9932
H -1.0630 -4.9525 1.6632
H -2.1150 -4.2485 0.8412
H -3.5640 -7.5175 1.7002
H -2.3650 -6.8625 0.9492
H -3.9050 -6.2685 0.5142
C 2.3690 -1.6015 1.2092
O 1.7410 -0.3185 1.0312
C 2.8320 0.7475 0.8252
C 3.7210 1.0485 2.0802
N 4.6260 2.1085 1.7812
C 5.5960 2.3955 2.8412
C 6.5970 3.3955 2.2502
O 7.6520 3.3555 3.2022
C 8.7090 4.2225 2.9002
H 1.4770 -2.3675 1.2202
H 2.9140 -1.5575 1.9762
H 2.8600 -2.1455 0.4072
H 2.2150 1.4775 0.5992
H 3.2480 0.5625 -0.1808
H 4.1710 0.1275 1.8862
H 3.1720 0.8695 2.9222
H 3.9330 2.9035 1.7922
H 5.9930 1.4905 3.1782
H 5.0200 2.8585 3.4982
H 6.0560 4.2445 2.0552
H 7.0980 2.9885 1.2732
H 9.4490 4.1645 3.6572
H 8.3730 5.1225 2.5642
H 9.3200 3.8645 1.9872
C -6.0740 -3.9345 1.1192
O -6.1790 -2.8765 0.1632
C -4.8410 -2.3855 -0.2208
C -5.1240 -1.5835 -1.4678
N -3.7840 -1.1365 -1.9398
C -3.8930 -0.3655 -3.1988
C -2.6240 0.0145 -3.7878
O -2.9100 0.6525 -5.0838
C -1.7290 0.6575 -5.9248
H -5.7890 -3.5965 2.0942
H -5.6080 -4.7575 0.7892
H -7.1500 -4.4395 1.3602
H -4.3750 -3.2885 -0.4678
H -4.4130 -2.0985 0.6742
H -5.7860 -0.7785 -1.1248
H -5.6970 -2.2535 -2.3238
H -3.1550 -2.0455 -1.8248
H -4.5680 0.3115 -3.0268
H -4.2900 -1.1885 -4.0838
H -2.2120 -1.0005 -3.6568
H -2.0590 0.5925 -3.1758
H -1.8960 1.1345 -6.9158
H -1.6270 -0.4515 -6.0138
H -0.8440 1.2435 -5.5948
C -2.8210 2.4555 -0.6298
O -1.4700 2.2515 -0.2698
C -0.4980 3.2755 -0.6128
C -0.9900 4.7735 -0.3378
N -0.0430 5.7025 -0.7698
C -0.3020 7.0615 -0.2568
C 0.8320 7.9935 -0.7688
O 0.3360 9.3215 -0.4798
C 1.2910 10.3405 -0.8328
H -3.0790 2.7335 -1.6488
H -3.3360 3.1015 -0.0968
H -3.4310 1.5005 -0.4988
H -0.3700 3.2145 -1.7178
H 0.6270 3.0035 -0.4618
H -1.2160 4.8985 0.6442
H -2.0190 4.9885 -0.8408
H -0.0410 5.8065 -1.7818
H -0.3880 7.1145 0.7952
H -1.2470 7.5285 -0.6568
H 0.6800 7.7345 -1.8678
H 1.8300 7.7665 -0.4608
H 2.3330 10.0045 -0.6098
H 0.9570 11.2595 -0.2898
H 1.0190 10.6685 -1.8668
*
```

The calculation puts the HOMO energy at -7.534 eV. The calculation puts the HOMO-LUMO gap at 7.8 eV.

---

2.
# C30H80O10

A 10-piece molecular cluster, C30H80O10 overall in a non-equilibrium geometry (wB97M-V/def2-TZVPD, OMol25).

```
! wB97M-V def2-TZVPD RIJCOSX def2/J DEFGRID3
* xyz 0 1
C 0.6738 -5.3169 -2.2900
C 0.5672 -3.8250 -2.0192
C 1.6468 -3.0234 -2.7146
O -0.7273 -3.4220 -2.4565
H -0.1521 -5.8680 -1.8386
H 1.5590 -5.7098 -1.7785
H 0.7303 -5.5659 -3.3484
H 0.6051 -3.6582 -0.9339
H 1.5794 -3.1905 -3.7971
H 2.6702 -3.3100 -2.4602
H 1.5177 -1.9504 -2.5891
H -0.7927 -2.4472 -2.3625
C -1.0990 6.4502 0.1871
C 0.0125 5.5788 0.7368
C 0.7178 4.8258 -0.4092
O 1.0146 6.4118 1.3518
H -0.7459 7.0839 -0.6339
H -1.5238 7.1560 0.9029
H -1.8959 5.8040 -0.1873
H -0.3473 4.8681 1.4792
H 1.3712 4.0320 -0.0413
H 1.3802 5.4767 -0.9884
H 0.0180 4.4372 -1.1548
H 1.0952 7.1891 0.7897
C 3.2958 1.6399 2.8359
C 1.8363 1.7871 2.3906
C 1.0494 0.6407 3.0048
O 1.2737 3.0050 2.9168
H 3.6410 0.6762 2.4486
H 3.3801 1.6203 3.9219
H 3.9594 2.4322 2.4803
H 1.7697 1.8706 1.2979
H 1.2986 0.5147 4.0565
H 1.2721 -0.2684 2.4383
H -0.0321 0.7808 2.9550
H 1.8331 3.7307 2.6078
C -0.6675 1.2771 -0.3330
C -0.5157 -0.2349 -0.4617
C -1.3216 -1.0123 0.5576
O -0.7807 -0.6898 -1.7974
H -0.6590 1.6013 0.7108
H -1.6076 1.6215 -0.7739
H 0.1356 1.8603 -0.7866
H 0.5489 -0.4705 -0.3012
H -2.3976 -0.8199 0.4927
H -1.1196 -0.5958 1.5463
H -1.1005 -2.0744 0.4914
H -0.2501 -0.1156 -2.3925
C 6.0188 -0.0129 -2.2216
C 4.5748 -0.3631 -1.9218
C 3.9469 0.5551 -0.8827
O 3.7700 -0.2913 -3.1008
H 6.4272 -0.7528 -2.9169
H 6.6452 0.0505 -1.3351
H 6.0512 0.9478 -2.7427
H 4.5064 -1.3922 -1.5444
H 4.3957 0.4752 0.1070
H 2.8909 0.2943 -0.7797
H 4.0552 1.5980 -1.1897
H 4.1796 -0.8439 -3.7767
C -1.7626 -4.0839 2.6472
C -1.7409 -3.0576 3.7631
C -2.8004 -3.3450 4.8316
O -0.4465 -2.9462 4.3432
H -2.7587 -4.1275 2.2146
H -1.4653 -5.0220 3.1224
H -1.0253 -3.8442 1.8822
H -2.0289 -2.0687 3.3747
H -2.5657 -2.7592 5.7300
H -2.8336 -4.3725 5.2104
H -3.8239 -3.0943 4.5545
H -0.5599 -2.6296 5.2436
C -5.6329 -1.2511 -1.6193
C -4.1919 -1.3287 -2.0798
C -4.0746 -1.6978 -3.5485
O -3.5630 -0.0691 -1.8165
H -6.2709 -0.6163 -2.2339
H -5.7284 -0.9423 -0.5758
H -6.0598 -2.2598 -1.6298
H -3.6586 -2.0307 -1.4301
H -4.6704 -1.0644 -4.2017
H -4.3469 -2.7457 -3.7016
H -3.0201 -1.6580 -3.8312
H -2.6160 -0.1901 -1.6458
C -2.9957 3.4832 1.7068
C -4.3140 2.8162 1.9660
C -4.5748 1.6231 1.0625
O -4.2768 2.3689 3.3334
H -2.8305 3.7711 0.6632
H -2.1241 2.8718 1.9516
H -2.8814 4.4333 2.2358
H -5.1205 3.5575 1.9058
H -3.9995 0.7525 1.3699
H -4.3460 1.8581 0.0177
H -5.6366 1.3700 0.9785
H -4.9810 1.7344 3.4883
C -0.3925 2.3418 -3.9429
C 1.0735 1.9017 -3.9265
C 1.9282 3.0098 -3.3225
O 1.1711 0.7346 -3.1189
H -0.5049 3.2776 -4.4918
H -0.7426 2.5515 -2.9304
H -1.0286 1.5786 -4.3940
H 1.3297 1.7033 -4.9710
H 1.7008 3.2117 -2.2758
H 1.9752 3.9237 -3.9104
H 2.9433 2.5921 -3.2591
H 2.0789 0.3867 -3.2363
C 3.1210 -2.6805 2.8033
C 2.1848 -3.4689 1.8899
C 2.9454 -4.0188 0.6949
O 1.6549 -4.5621 2.6008
H 3.6752 -1.8621 2.3340
H 3.9102 -3.3347 3.1785
H 2.5076 -2.2702 3.6080
H 1.4125 -2.7984 1.4879
H 3.3300 -3.2224 0.0518
H 2.3635 -4.6850 0.0616
H 3.8392 -4.5535 1.0307
H 1.0713 -4.2596 3.3092
*
```

The calculation puts the HOMO energy at -9.547 eV. The calculation puts the HOMO-LUMO gap at 10.0 eV. As for the SMILES: CC(C)O.CC(C)O.CC(C)O.CC(C)O.CC(C)O.CC(C)O.CC(C)O.CC(C)O.CC(C)O.CC(C)O.

---

3.
# C30H80O10

A 10-piece molecular cluster, C30H80O10 overall in a non-equilibrium geometry (wB97M-V/def2-TZVPD, OMol25).

```
! wB97M-V def2-TZVPD RIJCOSX def2/J DEFGRID3
* xyz 0 1
C -5.0843 -6.6802 -2.0548
C -4.8511 -5.4914 -3.0203
C -5.5838 -5.5509 -4.3161
O -5.2129 -4.2123 -2.4719
H -4.5336 -6.6306 -1.1155
H -4.7160 -7.6377 -2.4230
H -6.1374 -6.7435 -1.7807
H -3.7849 -5.5915 -3.2235
H -5.1909 -4.7326 -4.9195
H -6.6513 -5.3500 -4.2263
H -5.4235 -6.4652 -4.8876
H -4.9053 -4.2806 -1.5651
C 9.0645 4.6156 1.3785
C 7.9559 3.6643 1.7724
C 6.6802 3.6941 0.9397
O 8.4138 2.3417 1.7339
H 9.3749 4.4250 0.3512
H 9.9682 4.5041 1.9777
H 8.7291 5.6388 1.5479
H 7.7125 3.8096 2.8249
H 6.7869 3.6894 -0.1451
H 6.1016 4.5850 1.1836
H 6.0989 2.7961 1.1491
H 8.6981 2.1909 0.8294
C -1.7864 3.4386 7.3943
C -2.6210 2.6945 6.3165
C -2.8651 3.5114 5.0573
O -1.7199 1.7658 5.7904
H -1.7009 2.8636 8.3164
H -2.2834 4.3855 7.6053
H -0.8165 3.8343 7.0931
H -3.5013 2.2124 6.7419
H -3.1848 2.9384 4.1869
H -1.9711 4.0876 4.8186
H -3.6651 4.2195 5.2733
H -1.4369 1.1540 6.4740
C 0.3965 -6.3867 0.8951
C 0.3162 -6.3773 -0.5941
C 1.3559 -5.5037 -1.3167
O 0.3863 -7.6598 -1.0916
H 1.4264 -6.4596 1.2446
H -0.2275 -7.1848 1.2971
H 0.0127 -5.4618 1.3257
H -0.6863 -6.0087 -0.8112
H 1.2616 -5.6459 -2.3933
H 2.3577 -5.8259 -1.0324
H 1.1921 -4.4435 -1.1240
H 0.1221 -7.6855 -2.0142
C -2.3351 1.0156 -0.3461
C -0.9836 0.4676 0.1186
C 0.1336 1.5158 0.2058
O -1.1863 -0.2162 1.2987
H -2.8126 1.6644 0.3881
H -3.0606 0.2239 -0.5328
H -2.3053 1.5012 -1.3215
H -0.6262 -0.2525 -0.6175
H 1.0868 1.1874 0.6202
H -0.2521 2.3053 0.8509
H 0.3807 2.0098 -0.7339
H -1.0938 0.4612 1.9727
C -6.3851 1.0580 -8.0095
C -6.6644 0.1021 -6.8530
C -5.5494 0.1577 -5.8369
O -7.8712 0.4418 -6.2140
H -5.5048 0.6832 -8.5317
H -6.2819 2.0510 -7.5720
H -7.2254 1.1574 -8.6966
H -6.7860 -0.9161 -7.2225
H -5.8537 -0.4324 -4.9724
H -5.3260 1.1548 -5.4577
H -4.6198 -0.2361 -6.2477
H -7.9533 -0.2229 -5.5262
C 5.2718 -2.3162 2.3235
C 6.5236 -2.3445 3.1949
C 7.8003 -2.6370 2.3629
O 6.6840 -1.1529 3.9001
H 5.1504 -3.2575 1.7874
H 5.2714 -1.4870 1.6160
H 4.3170 -2.2474 2.8448
H 6.4194 -3.1903 3.8745
H 7.7205 -3.5901 1.8402
H 8.6913 -2.6237 2.9906
H 7.9509 -1.8899 1.5835
H 7.3345 -0.6221 3.4345
C -4.0887 -3.7873 4.3127
C -4.9868 -3.2575 3.1667
C -5.4823 -1.8086 3.3449
O -4.2181 -3.3434 2.0123
H -3.3026 -4.4185 3.8984
H -4.6134 -4.4853 4.9651
H -3.4997 -3.0729 4.8878
H -5.8014 -3.9543 2.9690
H -6.0795 -1.7495 4.2549
H -6.1345 -1.4824 2.5348
H -4.5756 -1.2160 3.4664
H -3.4569 -2.7601 2.0558
C -0.9372 8.0149 -0.0844
C -0.7316 9.4393 -0.6760
C -1.7511 10.5067 -0.1505
O 0.5561 9.7686 -0.2866
H -0.9029 7.9725 1.0042
H -0.1362 7.3294 -0.3610
H -1.8644 7.5511 -0.4210
H -0.7319 9.3847 -1.7646
H -1.5614 11.5057 -0.5432
H -1.6252 10.6180 0.9265
H -2.7436 10.3139 -0.5578
H 0.5206 9.8991 0.6639
C 6.0278 -1.5903 -3.0125
C 5.4970 -0.4364 -3.8373
C 4.2622 0.2160 -3.1641
O 6.4484 0.5292 -4.1098
H 6.3083 -1.3026 -1.9992
H 6.9698 -1.9342 -3.4395
H 5.3201 -2.4108 -2.8939
H 5.2840 -0.9322 -4.7843
H 3.4125 -0.4375 -2.9666
H 3.9486 1.0287 -3.8193
H 4.5219 0.6830 -2.2141
H 6.2173 1.0453 -4.8855
*
```

The calculation puts the HOMO energy at -10.019 eV. The calculation puts the HOMO-LUMO gap at 10.3 eV. As for the SMILES: CC(C)O.CC(C)O.CC(C)O.CC(C)O.CC(C)O.CC(C)O.CC(C)O.CC(C)O.CC(C)O.CC(C)O.

---

4.
# C30H81N3O14

A 9-piece molecular cluster, C30H81N3O14 overall in a non-equilibrium geometry (wB97M-V/def2-TZVPD, OMol25).

```
! wB97M-V def2-TZVPD RIJCOSX def2/J DEFGRID3
* xyz 0 1
C -1.8330 3.9781 -0.5697
O -1.6890 2.6667 -1.0203
C -0.5453 1.9654 -1.1929
C -0.4023 1.6443 -2.7639
N 0.8298 1.0553 -3.1482
C 2.0269 1.7887 -2.8230
C 3.2188 1.3579 -3.6173
O 4.2492 2.0344 -3.5132
C 5.4731 1.6281 -4.0807
H -1.6723 4.0751 0.4282
H -2.7892 4.3523 -0.7943
H -1.1543 4.7512 -0.9840
H -0.5155 1.0069 -0.6566
H 0.2546 2.6586 -0.9555
H -0.7887 2.3889 -3.3860
H -1.0790 0.8469 -3.0735
H 0.8706 0.8155 -4.1360
H 1.9928 1.9262 -1.7197
H 1.7196 2.6964 -3.3393
H 2.8924 1.2718 -4.6956
H 3.5532 0.3959 -3.1921
H 5.6315 0.5871 -4.0089
H 6.2283 2.2467 -3.7243
H 5.4846 1.7861 -5.0998
C 10.1539 -2.1333 5.9253
O 8.8251 -2.4290 5.9671
C 8.1038 -1.9647 4.8136
C 6.7965 -1.4595 5.2432
N 6.0490 -1.2048 4.0103
C 4.5396 -1.3466 4.0822
C 4.1478 -1.6558 2.6939
O 3.0406 -1.4559 2.2399
C 1.8423 -2.0031 2.7480
H 10.5409 -1.7518 5.0133
H 10.5963 -2.9997 6.3039
H 10.4046 -1.3084 6.5474
H 8.0866 -2.7422 3.9719
H 8.6607 -1.1421 4.2139
H 6.7934 -0.7084 5.9249
H 6.2543 -2.2277 5.6151
H 6.2303 -0.2958 3.6802
H 4.1026 -0.4564 4.5521
H 4.1989 -2.1701 4.6757
H 4.3684 -2.6838 2.5175
H 4.7644 -1.0074 2.0195
H 2.0238 -2.6114 3.6980
H 1.4071 -2.5899 1.8967
H 1.1016 -1.3461 2.9819
C -5.8410 0.9651 0.0332
O -5.1615 0.7576 -1.1464
C -5.2137 1.9645 -1.9324
C -4.0579 2.0423 -2.9547
N -3.9835 3.4823 -3.3144
C -3.1848 3.8333 -4.4914
C -3.1012 5.4268 -4.5521
O -2.6433 6.0175 -5.5522
C -3.6776 6.1415 -6.5866
H -5.3252 1.5048 0.7324
H -5.8280 0.0568 0.6687
H -6.7990 1.4047 -0.1369
H -5.0931 2.7432 -1.2261
H -6.1666 2.2054 -2.3205
H -4.2854 1.5790 -3.9635
H -3.1103 1.5651 -2.5723
H -3.6548 3.9795 -2.5175
H -3.5583 3.4290 -5.4035
H -2.2350 3.3835 -4.4148
H -2.4543 5.6955 -3.7199
H -4.0219 5.7376 -4.1927
H -4.6112 6.5865 -6.1768
H -3.9218 5.2070 -6.9171
H -3.4016 6.7858 -7.4568
O -2.1375 -2.0419 1.3464
C -1.6159 -0.7177 1.3813
C -2.6548 0.2213 1.5931
O -2.2405 1.5550 1.3983
H -1.7508 -2.6355 2.0355
H -0.8418 -0.6438 2.1542
H -1.2041 -0.3678 0.4016
H -2.8080 0.0340 2.6810
H -3.5575 0.0434 0.9644
H -1.7276 1.6941 0.6762
O 3.9539 3.2649 1.3700
C 3.3866 1.9696 1.5567
C 1.9351 2.1269 1.4376
O 1.3291 0.8133 1.4685
H 3.9225 3.3412 0.4041
H 3.9878 1.3214 0.8622
H 3.5767 1.7103 2.5971
H 1.5893 2.7112 0.4966
H 1.5442 2.6764 2.3353
H 1.9338 0.1457 1.2002
C 0.4702 -2.2240 -1.0349
C 0.6970 -2.0686 -2.4333
O 0.8406 -3.3382 -3.1130
H -0.4812 -2.7269 -0.8193
H 0.5690 -1.3258 -0.4349
H 1.2360 -2.8590 -0.7762
H 1.6315 -1.4774 -2.6219
H -0.0508 -1.3312 -2.7934
H 0.1264 -3.3643 -3.6968
C -1.1223 -2.8530 4.5239
C -1.9810 -3.8912 4.0153
O -1.4683 -4.3653 2.8197
H -0.9170 -2.1847 3.6727
H -0.1858 -3.4267 4.8282
H -1.5829 -2.2904 5.2712
H -3.0510 -3.6262 3.9594
H -2.0936 -4.5535 4.7502
H -0.9605 -5.1655 2.9526
C -5.2792 -4.9467 2.4498
C -4.6891 -4.2214 1.3641
O -4.6459 -2.8384 1.7019
H -4.4983 -5.0796 3.2069
H -5.4271 -6.0093 2.2193
H -6.2739 -4.6882 2.8170
H -5.2953 -4.4653 0.4975
H -3.6528 -4.5519 1.2319
H -3.9659 -2.4174 1.1537
C -2.9153 -1.7518 -3.4885
C -3.0224 -1.8682 -2.0252
O -4.3808 -1.6763 -1.7804
H -3.6336 -2.4693 -3.9470
H -1.9563 -2.1780 -3.8487
H -2.9823 -0.6969 -3.8224
H -2.3012 -1.2322 -1.4736
H -2.6234 -2.8932 -1.6898
H -4.4127 -0.8916 -1.1510
*
```

The calculation puts the HOMO energy at -8.535 eV. The calculation puts the HOMO-LUMO gap at 9.0 eV. As for the SMILES: COCCNCCOC.COCCNCCOC.COCCNCCOC.OCCO.OCCO.CCO.CCO.CCO.CCO.